[1]
The following is a DFT calculation (the ωB97M-V functional and the def2-TZVPD basis) of a molecular structure, C30H27Cl5N6O3Pr in a non-equilibrium geometry.

```
72
Properties=species:S:1:pos:R:3
Pr -0.048 -0.181 0.002
C -4.225 -3.525 0.661
O -3.222 -3.868 -0.305
C -2.207 -3.028 -0.418
O -2.052 -2.031 0.274
N -1.358 -3.415 -1.388
N -0.203 -2.676 -1.627
H -4.919 -4.357 0.665
H -4.736 -2.610 0.363
H -3.784 -3.395 1.647
H -1.536 -4.277 -1.877
H -0.169 -2.411 -2.604
H 0.611 -3.224 -1.382
Cl 2.048 -3.803 0.475
C 1.213 -3.142 1.858
C 0.641 -1.876 1.747
C 0.167 -1.387 2.960
Cl -0.445 0.259 2.933
C 0.183 -2.064 4.172
Cl -0.433 -1.343 5.608
C 0.719 -3.348 4.202
Cl 0.752 -4.238 5.670
C 1.255 -3.889 3.033
Cl 1.972 -5.455 3.074
N -1.271 3.816 0.697
C -2.317 2.913 0.769
C -3.600 3.461 0.908
C -4.679 2.620 1.025
C -4.456 1.247 1.011
C -3.165 0.801 0.863
N -2.095 1.605 0.727
C 0.086 3.684 0.510
C 0.817 4.885 0.457
C 2.171 4.850 0.245
C 2.786 3.609 0.094
C 1.998 2.488 0.177
N 0.667 2.491 0.382
H -1.570 4.772 0.770
H -3.725 4.536 0.925
H -5.679 3.019 1.129
H -5.271 0.545 1.117
H -2.952 -0.259 0.855
H 0.302 5.829 0.582
H 2.750 5.762 0.193
H 3.849 3.520 -0.077
H 2.445 1.511 0.081
O 1.871 -0.385 -1.957
C 3.283 -0.516 -1.990
C 3.829 -0.607 -0.587
C 5.199 -0.734 -0.399
C 5.691 -0.804 0.891
C 4.796 -0.735 1.950
C 3.451 -0.601 1.667
N 2.964 -0.540 0.422
H 1.549 -0.107 -2.825
H 3.739 0.345 -2.488
H 3.568 -1.417 -2.542
H 5.859 -0.777 -1.256
H 6.753 -0.904 1.072
H 5.133 -0.789 2.975
H 2.723 -0.542 2.467
C -2.030 1.269 -4.747
C -1.018 2.009 -4.153
C -0.523 1.642 -2.907
C -0.999 0.534 -2.176
C -2.038 -0.167 -2.819
C -2.541 0.173 -4.069
H -2.416 1.545 -5.720
H -0.611 2.874 -4.664
H 0.273 2.260 -2.488
H -2.486 -1.028 -2.323
H -3.333 -0.417 -4.516
```

* HOMO (spin up / spin down): -0.3832 / -0.3811 hartree
* multiplicity: 3
* ⟨S²⟩: 2.0055
* calculated total energy: -4531.5098 Eh
* gap between HOMO and LUMO (spin up / spin down): 8.395 / 8.350 eV
* total charge: +1

***

[2]
The following is a DFT calculation (the ωB97M-V functional and the def2-TZVPD basis) of a single C5H7NO2 molecule in a non-equilibrium geometry.

```
15
Properties=species:S:1:pos:R:3
C -1.716 -0.812 -0.133
C -1.845 0.687 -0.264
C -0.237 1.213 0.168
C -0.120 -0.907 -0.010
C 1.346 1.160 -0.106
H -2.057 -1.309 0.751
H -2.047 -1.335 -1.158
H -2.916 0.926 0.394
H -1.980 0.981 -1.372
H -0.147 0.894 -0.909
H -0.068 -0.242 -0.864
H 1.891 1.972 -0.429
N 1.843 -0.001 -0.299
O -0.026 0.093 1.059
O 1.258 -1.333 -0.091
```

* HOMO: -0.3061 hartree
* multiplicity: 1
* calculated total energy: -399.4720 Eh
* SMILES: C1=NO[C@H]2CC[C@H]1O2
* gap between HOMO and LUMO: 8.499 eV

***

[3]
The following is a DFT calculation (the ωB97M-V functional and the def2-TZVPD basis) of a gas-phase ion, C7H10N5O (charge +1) in a non-equilibrium geometry.

```
23
Properties=species:S:1:pos:R:3
C 1.495 0.620 0.356
C 1.292 1.274 1.560
C -0.847 0.108 0.363
C 0.400 0.010 -0.373
C -0.922 0.729 1.624
C 1.902 -0.657 -2.188
C -0.458 -1.236 -2.386
N -2.037 -0.545 0.066
N -2.777 -0.350 1.107
N -2.259 0.430 1.985
N 0.133 1.276 2.246
N 0.599 -0.577 -1.542
O -2.725 0.712 3.199
H 2.537 0.516 -0.059
H 2.070 2.006 1.887
H 2.424 -1.570 -1.815
H 1.694 -0.458 -3.218
H 2.598 0.122 -1.966
H -1.346 -0.777 -2.106
H 0.026 -1.357 -3.411
H -0.269 -2.198 -1.992
H 0.136 1.599 3.225
H -3.666 0.324 3.436
```

* HOMO (spin up / spin down): -0.4646 / -0.4646 hartree
* multiplicity: 1
* calculated total energy: -621.3824 Eh
* SMILES: C[N+](C)=c1cc[nH]c2c1nnn2O
* gap between HOMO and LUMO (spin up / spin down): 8.886 / 8.886 eV
* total charge: +1

***

[4]
The following is a DFT calculation (the ωB97M-V functional and the def2-TZVPD basis) of a molecular structure, C36H18Br3F10N3O7PS4V in a non-equilibrium geometry.

```
83
Properties=species:S:1:pos:R:3
V 0.656 -0.572 -0.557
F -2.876 6.121 -1.612
C -2.053 5.176 -1.149
C -1.951 4.945 0.202
F -2.665 5.686 1.057
C -1.091 3.967 0.674
F -1.011 3.898 2.014
C -0.345 3.150 -0.165
P 0.683 1.669 0.404
C 0.116 1.465 2.135
C 0.993 1.374 3.208
C 0.530 1.021 4.471
C -0.816 0.761 4.671
C -1.701 0.845 3.599
C -1.235 1.178 2.340
C 2.269 2.581 0.550
C 2.445 3.614 1.471
C 3.655 4.286 1.550
C 4.699 3.938 0.702
C 4.522 2.929 -0.234
C 3.311 2.255 -0.309
C -0.403 3.477 -1.528
Br 0.795 2.754 -2.778
C -1.251 4.455 -2.011
F -1.309 4.757 -3.312
H 2.052 1.548 3.059
H 1.230 0.940 5.295
H -1.175 0.472 5.651
H -2.752 0.629 3.744
H -1.921 1.200 1.498
H 1.632 3.896 2.129
H 3.784 5.081 2.275
H 5.647 4.458 0.769
H 5.329 2.653 -0.900
H 3.173 1.465 -1.034
F 1.137 -5.132 -3.977
C 1.099 -4.691 -2.727
F 0.040 -5.192 -2.111
F 2.208 -5.052 -2.092
S 0.924 -2.867 -2.744
O 0.849 -2.555 -1.299
O -0.162 -2.538 -3.600
N 2.345 -2.458 -3.360
S 2.943 -1.081 -2.903
O 3.793 -0.458 -3.864
O 1.914 -0.212 -2.292
C 4.182 -1.597 -1.624
F 5.120 -2.292 -2.280
F 3.674 -2.374 -0.683
F 4.744 -0.522 -1.084
Br 4.688 -0.424 2.556
C 3.027 -1.298 2.773
C 2.764 -2.021 3.948
C 1.540 -2.592 4.146
Br 1.228 -3.530 5.772
C 0.500 -2.465 3.194
C -0.812 -2.982 3.324
C -1.729 -2.689 2.360
C -1.379 -1.886 1.263
N -0.149 -1.431 1.070
C 0.792 -1.734 2.032
C 2.067 -1.145 1.798
O 2.218 -0.432 0.701
H 3.536 -2.113 4.699
H -1.067 -3.596 4.176
H -2.743 -3.062 2.417
H -2.117 -1.618 0.522
O -3.279 -4.526 -2.688
S -3.715 -3.419 -1.888
O -4.510 -3.682 -0.720
N -2.430 -2.473 -1.472
C -2.526 -1.283 -1.970
S -1.403 0.009 -1.752
C -3.750 -1.049 -2.818
C -4.164 0.107 -3.454
C -5.366 0.078 -4.150
C -6.132 -1.086 -4.208
C -5.713 -2.246 -3.567
C -4.516 -2.194 -2.882
H -3.556 1.002 -3.403
H -5.716 0.971 -4.654
H -7.066 -1.084 -4.755
H -6.297 -3.156 -3.606
```

* HOMO (spin up / spin down): -0.1753 / -0.1376 hartree
* multiplicity: 2
* ⟨S²⟩: 0.7999
* calculated total energy: -13672.6044 Eh
* gap between HOMO and LUMO (spin up / spin down): 6.794 / 5.782 eV
* total charge: -1

***

[5]
The following is a DFT calculation (the ωB97M-V functional and the def2-TZVPD basis) of a molecular structure, C26H19Cl3GeNNiO4.

```
55
Properties=species:S:1:pos:R:3
Ni 0.098 -0.333 -0.028
O 1.769 0.350 -3.510
C 1.242 0.326 -2.419
O 0.903 -0.710 -1.726
C 0.890 1.655 -1.749
C 1.186 2.876 -2.324
C 0.766 4.027 -1.681
C 0.059 3.922 -0.487
C -0.186 2.667 0.033
N 0.234 1.561 -0.589
H 1.720 2.883 -3.264
H 0.975 5.000 -2.105
H -0.297 4.799 0.035
H -0.735 2.525 0.956
C -4.777 2.070 1.906
C -3.826 1.204 2.429
C -3.022 0.454 1.582
C -3.158 0.571 0.197
C -4.123 1.438 -0.319
C -4.930 2.182 0.531
Ge -2.056 -0.474 -1.009
C -2.369 -2.371 -0.945
C -1.404 -3.283 -1.369
C -1.674 -4.643 -1.323
C -2.902 -5.094 -0.860
C -3.864 -4.190 -0.431
C -3.596 -2.829 -0.465
C -1.919 0.273 -2.786
C -1.699 -0.588 -3.862
C -1.568 -0.087 -5.148
C -1.663 1.278 -5.374
C -1.883 2.144 -4.313
C -2.006 1.645 -3.025
H -5.405 2.651 2.570
H -3.711 1.104 3.501
H -2.294 -0.229 2.001
H -4.261 1.531 -1.390
H -5.680 2.844 0.118
H -0.433 -2.936 -1.707
H -0.918 -5.351 -1.638
H -3.106 -6.157 -0.822
H -4.817 -4.544 -0.059
H -4.342 -2.127 -0.108
H -1.614 -1.655 -3.694
H -1.380 -0.764 -5.971
H -1.557 1.669 -6.378
H -1.952 3.211 -4.487
H -2.155 2.336 -2.202
Cl 0.245 -4.518 3.597
C -0.540 -3.027 3.107
Cl -2.291 -3.299 2.933
Cl -0.262 -1.782 4.346
C -0.007 -2.525 1.725
O 0.717 -3.220 1.060
O -0.450 -1.342 1.456
```

* HOMO (spin up / spin down): -0.3471 / -0.3365 hartree
* multiplicity: 2
* ⟨S²⟩: 0.8773
* calculated total energy: -6323.7565 Eh
* gap between HOMO and LUMO (spin up / spin down): 8.114 / 8.332 eV

***

[6]
The following is a DFT calculation (the ωB97M-V functional and the def2-TZVPD basis) of a single C4H7NO3 molecule in a non-equilibrium geometry.

```
15
Properties=species:S:1:pos:R:3
C -2.796 -0.605 0.443
C -2.066 0.320 -0.436
C 2.110 0.730 -0.097
C 1.426 -0.585 -0.098
N 0.167 -0.811 -0.218
O -0.472 -1.884 -0.169
O -0.684 0.440 -0.503
O -2.796 0.867 0.562
H -3.743 -1.031 0.115
H -2.082 -1.085 1.141
H -2.496 0.634 -1.449
H 1.448 1.439 -0.554
H 3.142 0.635 -0.687
H 2.312 1.127 0.918
H 2.141 -1.454 0.018
```

* HOMO: -0.3392 hartree
* multiplicity: 1
* calculated total energy: -436.8897 Eh
* SMILES: C/C=[N+](/[O-])O[C@H]1CO1
* gap between HOMO and LUMO: 10.064 eV

***

Values for ΔE to the lowest compared entry with this formula, charge and spin, kJ/mol, ordered as above
36.2, 1295.8, 454.9, 0.0, 6.6, 666.2